DFT (ωB97M-V/def2-TZVPD) results for a structure of composition C32H24Cl5N4O4Ru at a distorted geometry.

Each line ends with the Mulliken charge.
Geometry (Å):
Ru 1.07285 0.40388 -1.27900  0.47
O 1.00279 -1.08442 -2.54311  -0.24
C 0.27731 -1.28545 -3.60223  0.52
C 0.35475 -2.53444 -4.25751  -0.51
C -0.34427 -2.77968 -5.41167  -0.46
C -1.16792 -1.79299 -5.97295  -0.75
C -1.26986 -0.57393 -5.35990  -0.85
C -0.57103 -0.28546 -4.16961  0.45
C -0.75573 0.98642 -3.56435  -0.25
N -0.27661 1.38472 -2.42775  0.29
C -0.57702 2.73760 -1.95226  -1.10
C -0.33365 2.75297 -0.44737  -0.10
N 0.91571 2.05684 -0.18098  0.35
C 1.72816 2.44837 0.73683  -0.10
C 2.90822 1.76725 1.16469  0.61
C 3.76021 2.41334 2.07496  -0.80
C 4.89210 1.80825 2.55978  -0.76
C 5.19515 0.50143 2.16067  -0.49
C 4.37357 -0.17020 1.29027  -0.70
C 3.22298 0.43742 0.74453  0.48
O 2.49829 -0.23813 -0.10323  -0.43
H 0.99744 -3.28172 -3.81091  0.54
H -0.25689 -3.74085 -5.90021  0.45
H -1.71654 -1.99427 -6.88147  0.43
H -1.89907 0.19350 -5.79454  0.42
H -1.38220 1.68184 -4.12324  0.39
H -1.61012 3.01549 -2.16868  0.59
H 0.09150 3.45325 -2.44090  0.23
H -1.12375 2.16259 0.02944  -0.27
H -0.33403 3.76560 -0.04079  0.52
H 1.49306 3.37180 1.26448  0.33
H 3.51970 3.42355 2.38320  0.43
H 5.53949 2.33670 3.24424  0.43
H 6.08889 0.02600 2.54141  0.44
H 4.58800 -1.18378 0.97820  0.51
Cl -1.68115 -0.67015 6.24502  -0.24
C -1.88429 0.48674 4.97414  0.84
C -1.48103 1.78892 5.18038  -0.66
C -1.67730 2.72744 4.18366  -0.61
C -2.24199 2.34332 2.98320  -0.79
C -2.59854 1.02534 2.75251  0.72
Cl -3.30543 0.66091 1.21546  -0.15
C -2.45514 0.04759 3.76215  -0.54
N -2.92221 -1.25292 3.69998  0.00
C -3.12842 -2.07884 2.57318  -0.29
C -4.40486 -2.59559 2.35154  -0.57
C -4.66315 -3.39600 1.25786  -0.61
C -3.62532 -3.74285 0.40139  -0.73
C -2.34541 -3.28730 0.64884  -0.66
C -2.06501 -2.45737 1.73420  0.85
C -0.65132 -2.04269 1.99826  -0.91
C -0.23222 -0.87475 1.04912  0.92
O 0.20318 0.15299 1.57746  -0.36
O -0.38282 -1.09274 -0.19268  -0.53
H -1.03359 2.06743 6.12352  0.44
H -1.40047 3.75972 4.34675  0.43
H -2.45167 3.07802 2.21865  0.51
H -3.19856 -1.62828 4.59257  0.29
H -5.20395 -2.31326 3.02478  0.46
H -5.67035 -3.73717 1.06049  0.39
H -3.81902 -4.39135 -0.44257  0.40
H -1.53065 -3.57300 -0.00383  0.43
H 0.03118 -2.86292 1.76961  0.46
H -0.49073 -1.70763 3.01906  0.32
Cl 5.93697 -0.01538 -3.11196  -0.07
C 4.48773 0.39604 -4.03861  0.63
Cl 3.78894 -1.08517 -4.74468  -0.07
Cl 4.87986 1.51467 -5.36195  -0.08
C 3.53726 1.03617 -3.14770  -0.07
N 2.77799 1.53660 -2.43988  -0.20

## Properties
HOMO (spin up / spin down)   -9.543 / -9.534 eV
<S²>   6.024
DFT total energy   -112910.621 eV
Multiplicity   5
Net charge   +1
E_LUMO (spin up / spin down)   -3.42 / -5.78 eV

---

DFT (ωB97M-V/def2-TZVPD) results for a cluster of 2 separate species, C8H13OS in total at a distorted geometry.

Each line ends with the Mulliken charge.
Geometry (Å):
C -1.56522 -1.26722 -0.65160  -0.10
C -0.65044 -0.61567 -0.00252  -0.38
C -2.40549 0.59471 0.54724  0.71
C -3.00205 1.79077 1.13945  -1.04
C 1.44509 0.49555 -1.48890  -1.37
C 1.81096 -1.83892 -0.38901  -1.54
C 1.76723 0.35979 0.95168  -1.65
C 1.39734 -0.39256 -0.25524  1.49
O -1.11732 0.45692 0.70545  -0.16
S -3.10945 -0.59053 -0.39723  -0.05
H -1.48280 -2.18722 -1.13280  0.47
H -2.21215 2.12742 1.91521  0.30
H -3.96833 1.54390 1.41170  0.39
H -3.02522 2.67323 0.51222  0.32
H 0.65763 0.23936 -2.12240  0.42
H 1.42761 1.56498 -1.27573  0.36
H 2.38505 0.18963 -1.99532  0.39
H 1.24834 -2.57957 -1.06104  0.29
H 1.93251 -2.29047 0.53355  0.43
H 2.80205 -1.93325 -0.69489  0.49
H 1.20492 1.27119 0.98191  0.40
H 2.80101 0.67687 0.93295  0.45
H 1.65871 -0.28892 1.83532  0.37

## Properties
Energy relative to the best compared isomer or geometry (same formula, charge and spin)   0.999 eV
HOMO   -14.024 eV
DFT total energy   -21380.004 eV
Net charge   +1
E_LUMO   -4.32 eV

---

DFT (ωB97M-V/def2-TZVPD) results for the molecule C6H13N at a distorted geometry.

Each line ends with the Mulliken charge.
Geometry (Å):
C -1.27785 -0.48660 -0.95135  -0.39
C 0.02310 -1.11961 -0.48350  -0.78
C 0.86247 -0.01685 0.17596  0.89
C 0.74682 0.33023 1.44826  -0.52
C 0.85345 1.61536 2.29055  -1.05
C 1.42077 0.90755 -0.86708  -1.47
N -2.25958 -1.43154 -1.44772  -0.60
H -1.76290 0.02373 -0.08144  0.24
H -1.16012 0.35620 -1.63260  0.35
H 0.49436 -1.42870 -1.41867  0.26
H -0.03462 -1.98396 0.18914  0.40
H 0.48310 -0.43024 2.16289  0.31
H 0.86993 1.24205 3.30132  0.33
H 1.72988 2.25066 2.12219  0.30
H -0.04188 2.19156 2.03356  0.24
H 1.82268 0.32175 -1.68395  0.39
H 0.74894 1.58944 -1.40024  0.29
H 2.16222 1.55595 -0.39662  0.37
H -3.07802 -1.07663 -1.91565  0.21
H -2.50251 -2.11484 -0.72866  0.20

## Properties
Energy relative to the best compared isomer or geometry (same formula, charge and spin)   1.353 eV
HOMO   -8.745 eV
DFT total energy   -7921.480 eV
SMILES   C/C=C(\C)CCN
E_LUMO   1.09 eV